{
  "formula": "C60H58O3PS5Sr",
  "method": "ωB97M-V with the def2-TZVPD basis set",
  "homo_energy_ev": -9.735,
  "charge": 1,
  "relative_energy_kj_mol": 188.5,
  "homo_lumo_gap_ev": 7.5,
  "lumo_energy_ha": -0.084,
  "elements": ["Sr", "C", "C", "C", "C", "C", "C", "C", "S", "O", "C", "C", "C", "C", "C", "C", "C", "C", "C", "C", "C", "C", "C", "C", "C", "C", "C", "C", "C", "C", "S", "O", "C", "C", "C", "C", "C", "C", "C", "H", "H", "H", "H", "H", "H", "H", "H", "H", "H", "H", "H", "H", "H", "H", "H", "H", "H", "H", "H", "H", "H", "H", "H", "H", "H", "C", "C", "C", "C", "C", "C", "P", "C", "C", "C", "C", "C", "C", "C", "C", "C", "C", "C", "C", "H", "H", "H", "H", "H", "H", "H", "H", "H", "H", "H", "H", "H", "H", "C", "C", "S", "C", "C", "S", "C", "C", "S", "H", "H", "H", "H", "H", "H", "H", "H", "H", "H", "H", "H", "C", "C", "O", "H", "H", "H", "H", "H", "H"],
  "coordinates": [[0.18756, 0.04567, -0.86426], [0.66918, -1.44653, 8.95500], [0.52335, -1.16615, 7.48752], [-0.74402, -1.05073, 6.91520], [-0.89623, -0.78180, 5.56724], [0.23568, -0.62123, 4.78210], [1.50361, -0.74810, 5.31593], [1.63828, -1.01385, 6.67175], [0.07959, -0.33795, 3.01805], [1.45718, -0.15222, 2.48215], [-0.80400, 1.23718, 3.06390], [-2.07126, 1.17372, 2.44821], [-2.87472, 2.27764, 2.41825], [-2.45079, 3.48736, 3.01083], [-3.26114, 4.65048, 2.97331], [-2.82498, 5.82022, 3.52278], [-1.55412, 5.88685, 4.13604], [-0.74913, 4.78692, 4.18683], [-1.17426, 3.55262, 3.62931], [-0.33874, 2.39771, 3.64107], [1.03635, 2.50327, 4.21620], [1.22037, 2.56746, 5.62958], [0.13115, 2.50141, 6.53074], [0.34304, 2.52773, 7.87940], [1.65001, 2.62423, 8.39823], [2.71954, 2.69512, 7.55300], [2.53458, 2.66802, 6.15075], [3.63557, 2.72090, 5.26197], [3.44834, 2.67407, 3.91398], [2.13962, 2.57587, 3.40621], [1.96192, 2.45858, 1.62745], [3.26589, 1.98799, 1.08636], [1.88048, 4.20006, 1.19792], [0.64092, 4.80853, 1.06358], [0.56861, 6.14012, 0.67886], [1.72430, 6.86905, 0.40885], [1.65057, 8.29934, -0.04463], [2.95748, 6.23300, 0.54589], [3.04374, 4.90721, 0.93773], [0.24492, -0.63534, 9.55037], [1.71531, -1.55716, 9.23562], [0.14461, -2.36139, 9.23387], [-1.62329, -1.16967, 7.53719], [-1.88782, -0.69830, 5.13686], [2.36619, -0.62150, 4.67398], [2.62913, -1.09789, 7.10102], [-2.38454, 0.24976, 1.97314], [-3.83930, 2.23121, 1.92665], [-4.23383, 4.58868, 2.50101], [-3.45126, 6.70201, 3.49327], [-1.21781, 6.82089, 4.56628], [0.22743, 4.84976, 4.64786], [-0.87556, 2.42031, 6.14298], [-0.49856, 2.46969, 8.55726], [1.80140, 2.64540, 9.46940], [3.72618, 2.77557, 7.94428], [4.63443, 2.80240, 5.67283], [4.27980, 2.69584, 3.22193], [-0.26749, 4.25621, 1.27315], [-0.39986, 6.61812, 0.58995], [0.65221, 8.70902, 0.09795], [1.89784, 8.38033, -1.10463], [2.35790, 8.92213, 0.50302], [3.86538, 6.78785, 0.34126], [4.00177, 4.41165, 1.03651], [-8.33828, -1.23594, -0.07116], [-7.72555, -1.49342, -1.28975], [-6.39308, -1.16133, -1.48448], [-5.65901, -0.55680, -0.46600], [-6.28751, -0.29628, 0.75089], [-7.61613, -0.63986, 0.95262], [-3.88753, -0.12607, -0.57662], [-3.60588, 0.00690, -2.38474], [-4.35876, 0.93487, -3.10794], [-4.08597, 1.19306, -4.44207], [-3.04971, 0.53031, -5.08715], [-2.29792, -0.39929, -4.38516], [-2.57214, -0.65717, -3.04623], [-2.99886, -1.66100, -0.13434], [-3.63314, -2.88371, 0.05368], [-2.88401, -4.01001, 0.38171], [-1.50866, -3.89994, 0.50856], [-0.90055, -2.66324, 0.29454], [-1.60666, -1.49403, -0.02156], [-9.37694, -1.49819, 0.07924], [-8.28464, -1.96073, -2.08955], [-5.92117, -1.37947, -2.43473], [-5.72924, 0.17666, 1.55171], [-8.08832, -0.43604, 1.90438], [-5.16858, 1.46574, -2.61950], [-4.68325, 1.91791, -4.97977], [-2.84362, 0.72474, -6.13105], [-1.50985, -0.94723, -4.88775], [-1.99733, -1.41240, -2.51823], [-4.70798, -2.97012, -0.05380], [-3.37443, -4.96324, 0.52987], [-0.91402, -4.76346, 0.77970], [0.18688, -2.63443, 0.43712], [4.97735, 0.21881, -1.14087], [4.36138, -1.18343, -1.15066], [2.68627, -1.39506, -0.45476], [1.81463, -1.63826, -2.10558], [1.83883, -0.47132, -3.24056], [1.07421, 1.30018, -3.19095], [2.11852, 1.88476, -1.69015], [3.45106, 2.47433, -2.09938], [4.70503, 1.27251, -2.59898], [6.06016, 0.08055, -1.15344], [4.73054, 0.76370, -0.22630], [4.96642, -1.83172, -0.51463], [4.36170, -1.61398, -2.15206], [0.79804, -2.04188, -1.95504], [2.33958, -2.45878, -2.59214], [1.39604, -0.97900, -4.09751], [2.88692, -0.27178, -3.44273], [2.37531, 0.97373, -1.16900], [1.53069, 2.53327, -1.04616], [3.82841, 3.05684, -1.25620], [3.36823, 3.13996, -2.95899], [-2.96864, 3.71612, -1.21108], [-1.85156, 2.70477, -1.36737], [-0.56400, 3.30454, -1.49176], [-3.88365, 3.21339, -0.89405], [-3.16223, 4.24382, -2.14401], [-2.70962, 4.45112, -0.44349], [-1.98656, 2.10682, -2.27223], [-1.87828, 2.02783, -0.50140], [-0.43994, 3.93673, -0.77054]]
}